[1]
ORCA calculation (the ωB97M-V functional and the def2-TZVPD basis) on the molecule C3H6S3.

Structure (ORCA input):
```
! RIJCOSX wB97M-V def2-TZVPD def2/J DEFGRID3
* xyz 0 1
C 0.9177 -1.1272 -0.6418
S 1.1452 -0.9890 1.1546
C -0.3247 -0.0318 1.5399
S -0.4104 1.6464 0.8747
C -0.4759 1.2354 -0.8877
S 0.9925 0.4238 -1.5726
H 1.7001 -1.7700 -1.0141
H -0.0134 -1.6308 -0.8417
H -1.2341 -0.6241 1.2746
H -0.3528 0.0624 2.6270
H -0.6120 2.1790 -1.4199
H -1.3324 0.6259 -1.0929
*
```

Summary:
Orbital gap in eV: 9.550
Largest force on an atom in Eh/bohr: 0.018
Structure (SMILES): C1SCSCS1
HOMO energy in eV: -8.75
LUMO energy in hartree: 0.029
Relative energy (zero: lowest compared OMol25 entry of this formula, charge and spin) in kcal per mole: 0.10


[2]
ORCA calculation (the ωB97M-V functional and the def2-TZVPD basis) on the molecule C3H6Si at a distorted geometry.

Structure (ORCA input):
```
! RIJCOSX wB97M-V def2-TZVPD def2/J DEFGRID3
* xyz 0 1
C 1.1083 -0.0716 0.4965
C 0.1293 0.7255 -0.3092
Si -1.4796 -0.0736 0.1449
C 0.1782 -0.8396 -0.3083
H 2.0535 0.0385 0.1033
H 1.1910 -0.1031 1.5328
H 0.6729 1.3661 -1.0818
H -1.7795 0.1861 1.5340
H -2.5532 0.1316 -0.9452
H 0.4790 -1.3600 -1.1670
*
```

Summary:
Orbital gap in eV: 10.221
Largest force on an atom in Eh/bohr: 0.047
Structure (SMILES): C1[C@@H]2[SiH2][C@H]12
HOMO energy in eV: -9.27
LUMO energy in hartree: 0.035
Relative energy (zero: lowest compared OMol25 entry of this formula, charge and spin) in kcal per mole: 21.77


[3]
ORCA calculation (the ωB97M-V functional and the def2-TZVPD basis) on the molecule C3H6Si at a distorted geometry.

Structure (ORCA input):
```
! RIJCOSX wB97M-V def2-TZVPD def2/J DEFGRID3
* xyz 0 1
C -2.3100 -0.4035 -0.0918
C -0.9979 0.2479 0.0931
C 0.3799 0.7585 0.2793
Si 1.8548 -0.3870 -0.0108
H -2.7841 -0.4958 0.9084
H -2.9608 -0.2847 -1.0054
H 0.4294 1.8277 0.3477
H 2.3275 -0.0661 1.3080
H 2.3541 0.4850 -1.0914
H 1.7072 -1.6818 -0.7370
*
```

Summary:
Orbital gap in eV: 10.186
Largest force on an atom in Eh/bohr: 0.170
Structure (SMILES): C=C=C[SiH3]
HOMO energy in eV: -9.22
LUMO energy in hartree: 0.035
Relative energy (zero: lowest compared OMol25 entry of this formula, charge and spin) in kcal per mole: 57.22


[4]
ORCA calculation (the ωB97M-V functional and the def2-TZVPD basis) on a structure of composition C3H7AlO2 at a distorted geometry.

Structure (ORCA input):
```
! RIJCOSX wB97M-V def2-TZVPD def2/J DEFGRID3
* xyz 1 2
C -1.9742 0.9676 -0.6142
O -0.6109 0.6009 -0.3849
C -0.3720 -0.1369 0.7465
C 0.5713 -1.0715 0.8023
H -2.0101 2.0613 -0.6533
H -2.3201 0.5547 -1.5713
H -2.6028 0.6024 0.2081
H -1.0275 0.1113 1.5851
H 1.1115 -1.3907 -0.0920
Al 0.7533 0.8599 -1.6649
O 2.1195 1.0998 -0.7225
H 1.1118 -1.2170 1.7505
H 2.0573 1.2276 0.2254
*
```

Summary:
Orbital gap (alpha / beta) in eV: 9.492 / 7.733
Largest force on an atom in Eh/bohr: 0.046
HOMO energy (alpha / beta) in eV: -13.85 / -14.60
LUMO energy (alpha / beta) in hartree: -0.160 / -0.252
Relative energy (zero: lowest compared OMol25 entry of this formula, charge and spin) in kcal per mole: 0.00


[5]
ORCA calculation (the ωB97M-V functional and the def2-TZVPD basis) on a structure of composition C3H7BO2S at a distorted geometry.

Structure (ORCA input):
```
! RIJCOSX wB97M-V def2-TZVPD def2/J DEFGRID3
* xyz 0 1
B 1.6788 -0.0008 -0.0578
C -0.2003 1.3763 0.0255
C -0.7611 0.0749 0.4626
C -1.7352 -0.7072 -0.3579
O 1.2018 1.2890 -0.2928
O 0.7833 -0.8341 0.4153
S 3.4368 -0.3960 -0.2520
H -0.8353 1.7648 -0.8780
H -0.1384 1.9994 0.8863
H -1.0712 -0.1505 1.4898
H -2.7522 -0.4129 -0.2287
H -1.4322 -1.7918 -0.0981
H -1.6880 -0.5477 -1.3633
H 3.5132 -1.6635 0.2489
*
```

Summary:
Orbital gap in eV: 10.018
Largest force on an atom in Eh/bohr: 0.078
HOMO energy in eV: -9.42
LUMO energy in hartree: 0.022
Relative energy (zero: lowest compared OMol25 entry of this formula, charge and spin) in kcal per mole: 22.63


[6]
ORCA calculation (the ωB97M-V functional and the def2-TZVPD basis) on the molecule C3H7BO3 at a distorted geometry.

Structure (ORCA input):
```
! RIJCOSX wB97M-V def2-TZVPD def2/J DEFGRID3
* xyz 0 1
O 1.7904 0.8132 -0.5009
B 1.2839 -0.2913 0.0303
O 2.0471 -1.2279 0.6942
C -0.3480 -0.4728 0.1560
C -1.1881 -0.1405 -1.1158
O -1.8865 0.9319 -0.4483
C -1.2528 0.6586 0.8135
H 2.6123 1.2201 -0.0721
H 2.9522 -1.1308 0.5271
H -0.6325 -1.4112 0.6049
H -0.6852 0.0936 -2.0670
H -1.9068 -0.9407 -1.3403
H -1.9117 0.3213 1.5104
H -0.8741 1.5765 1.2080
*
```

Summary:
Orbital gap in eV: 9.427
Largest force on an atom in Eh/bohr: 0.068
Structure (SMILES): OB(O)C1COC1
HOMO energy in eV: -9.26
LUMO energy in hartree: 0.006
Relative energy (zero: lowest compared OMol25 entry of this formula, charge and spin) in kcal per mole: 39.09


[7]
ORCA calculation (the ωB97M-V functional and the def2-TZVPD basis) on a structure of composition C3H7BeO3 at a distorted geometry.

Structure (ORCA input):
```
! RIJCOSX wB97M-V def2-TZVPD def2/J DEFGRID3
* xyz 0 2
O -0.9028 -2.5599 0.0471
Be -0.2423 -1.2154 -0.2655
O -1.4845 -0.1142 0.2323
C -1.1805 1.1740 -0.3247
C 0.3061 1.4377 -0.1752
O 1.1903 0.6269 -0.8932
C 1.5719 -0.6013 -0.2133
H -1.7289 1.9363 0.2471
H -1.4908 1.2770 -1.3746
H 0.5411 1.3577 0.9036
H 0.4810 2.4815 -0.4782
H 2.3228 -1.0666 -0.8739
H 2.1295 -0.3519 0.7119
H -1.8201 -0.0475 1.1952
*
```

Summary:
Orbital gap (alpha / beta) in eV: 8.261 / 7.666
Largest force on an atom in Eh/bohr: 0.054
HOMO energy (alpha / beta) in eV: -8.28 / -8.27
LUMO energy (alpha / beta) in hartree: -0.001 / -0.022
Relative energy (zero: lowest compared OMol25 entry of this formula, charge and spin) in kcal per mole: 28.80


[8]
ORCA calculation (the ωB97M-V functional and the def2-TZVPD basis) on a cluster of 2 separate species, C3H7BrClP in total at a distorted geometry.

Structure (ORCA input):
```
! RIJCOSX wB97M-V def2-TZVPD def2/J DEFGRID3
* xyz 0 1
C -1.5600 0.8911 0.3598
C -0.8363 0.0881 -0.7313
C -0.3329 -1.1309 -0.0538
P 4.0528 -0.6772 0.5123
Cl 2.0639 -0.6909 1.0315
Br 4.2209 1.0539 -0.7540
H -2.3121 0.3110 0.6951
H -1.0009 1.3056 1.2029
H -1.9864 1.6790 -0.1957
H -1.5785 -0.1079 -1.6466
H 0.0901 0.5821 -1.0762
H -0.3266 -1.2255 1.1073
H -0.4940 -2.0786 -0.4513
*
```

Summary:
Orbital gap (alpha / beta) in eV: 6.430 / 8.671
Largest force on an atom in Eh/bohr: 0.068
HOMO energy (alpha / beta) in eV: -7.75 / -8.27
LUMO energy (alpha / beta) in hartree: -0.048 / 0.015
Relative energy (zero: lowest compared OMol25 entry of this formula, charge and spin) in kcal per mole: 69.10


[9]
ORCA calculation (the ωB97M-V functional and the def2-TZVPD basis) on the ion C3H7BrN3 with charge +1 at a distorted geometry.

Structure (ORCA input):
```
! RIJCOSX wB97M-V def2-TZVPD def2/J DEFGRID3
* xyz 1 1
C -0.5147 0.4792 -0.4556
C 1.7089 1.0318 0.3267
C -2.1413 -1.1826 -0.2416
N 0.4530 1.2516 -0.0796
N -0.8352 -0.7030 -0.0205
N 2.3979 -0.1505 0.2108
Br 4.1022 -0.3991 -0.0546
H -1.3135 0.9856 -1.0333
H 2.2540 2.0615 0.0813
H 1.6583 1.3907 1.3703
H -2.4848 -0.6427 -1.0015
H -2.2076 -2.2479 -0.4322
H -2.9493 -0.9280 0.5552
H -0.1281 -0.9468 0.7747
*
```

Summary:
Orbital gap (alpha / beta) in eV: 6.028 / 6.036
Largest force on an atom in Eh/bohr: 0.095
HOMO energy (alpha / beta) in eV: -13.37 / -13.38
LUMO energy (alpha / beta) in hartree: -0.270 / -0.270
Relative energy (zero: lowest compared OMol25 entry of this formula, charge and spin) in kcal per mole: 129.07


[10]
ORCA calculation (the ωB97M-V functional and the def2-TZVPD basis) on a cluster of 2 separate species, C3H7BrN3 in total at a distorted geometry.

Structure (ORCA input):
```
! RIJCOSX wB97M-V def2-TZVPD def2/J DEFGRID3
* xyz 1 1
C 0.8068 -0.8622 1.1231
C -0.5361 0.7723 1.4575
C 0.2639 -1.2562 -1.3096
N 0.4469 -0.0617 2.0372
N 0.0983 -0.5939 -0.0626
N -0.6838 0.3833 0.1024
Br 0.1600 2.4028 -1.5782
H 1.5327 -1.6465 1.2142
H -1.5005 0.6632 1.9803
H -0.2986 1.8365 1.5722
H -0.6805 -1.2622 -1.8537
H 0.9925 -0.7032 -1.9138
H 0.6247 -2.2702 -1.1554
H -1.2263 2.5980 -1.6136
*
```

Summary:
Orbital gap in eV: 8.432
Largest force on an atom in Eh/bohr: 0.035
HOMO energy in eV: -14.55
LUMO energy in hartree: -0.225
Relative energy (zero: lowest compared OMol25 entry of this formula, charge and spin) in kcal per mole: 39.61


> Which value of relative energy (zero: lowest compared OMol25 entry of this formula, charge and spin) does entry 10 give?

39.61 kcal per mole


> largest force on an atom of number 2 (C3H6Si)?

0.047 Eh/bohr


> largest force on an atom of number 6 (C3H7BO3)?

0.068 Eh/bohr


> Which value of relative energy (zero: lowest compared OMol25 entry of this formula, charge and spin) does entry 7 give?

28.80 kcal per mole